Entry 1:
Density functional theory data (wB97M-V/def2-TZVPD) for C49H40BrCrN5O6P2 as an isolated structure in a non-equilibrium geometry.

Geometry (Å):
Cr 0.287043 -0.085780 0.378107
C 2.008388 0.053128 -2.462953
P 2.468097 0.134938 -0.681364
C 3.666977 -1.222303 -0.461951
C 4.613665 -1.116930 0.558939
C 5.570917 -2.102546 0.729546
C 5.582878 -3.212588 -0.105605
C 4.618556 -3.345718 -1.094447
C 3.661162 -2.355932 -1.272191
C 3.567163 1.557113 -0.425848
C 4.680953 1.741964 -1.238515
C 5.568585 2.768808 -0.964778
C 5.348219 3.618454 0.110625
C 4.247253 3.431439 0.931850
C 3.363406 2.395085 0.671349
C 0.644187 -0.561306 -2.543766
C -0.043478 -1.080961 -3.606946
C -1.349161 -1.412471 -3.140133
C -1.397418 -1.073857 -1.815613
C -2.494752 -1.134052 -0.803938
P -1.643945 -1.616781 0.757163
C -2.754714 -1.311006 2.167487
C -2.213793 -0.750675 3.323227
C -3.025494 -0.461877 4.409190
C -4.383037 -0.736318 4.342110
C -4.923588 -1.318230 3.201786
C -4.114127 -1.607577 2.115947
C -1.683783 -3.445792 0.773710
C -2.691515 -4.169438 0.141856
C -2.806491 -5.536159 0.343613
C -1.913551 -6.201524 1.170927
C -0.899907 -5.489527 1.793753
C -0.787405 -4.121940 1.600375
N -0.169387 -0.569833 -1.422260
H 2.748295 -0.494901 -3.045592
H 1.976489 1.074185 -2.852511
H 4.606918 -0.257146 1.218928
H 6.311060 -2.000527 1.512294
H 6.341588 -3.974893 0.010217
H 4.614614 -4.217741 -1.734935
H 2.910614 -2.473512 -2.046085
H 4.855466 1.073595 -2.074407
H 6.437029 2.910158 -1.593341
H 6.041983 4.423292 0.312298
H 4.083865 4.078656 1.783095
H 2.530893 2.223931 1.348463
H 0.330637 -1.220709 -4.608500
H -2.140064 -1.856332 -3.722836
H -3.296820 -1.796540 -1.116414
H -2.919317 -0.140274 -0.649291
H -1.159380 -0.518141 3.367804
H -2.601646 -0.019184 5.300655
H -5.026895 -0.495598 5.177440
H -5.979716 -1.548577 3.157137
H -4.537261 -2.057695 1.226048
H -3.404933 -3.684504 -0.508546
H -3.612795 -6.074663 -0.136296
H -2.013352 -7.265512 1.336178
H -0.200113 -5.997223 2.444715
H -0.015290 -3.568909 2.122283
O 2.781315 -0.069683 5.639821
C 3.149880 -1.156506 4.994568
O 3.934820 -1.953496 5.432476
C 2.541467 -1.384295 3.645197
C 2.757934 -2.497134 2.859082
N 2.039877 -2.343773 1.735472
N 1.372129 -1.187369 1.737333
C 1.661289 -0.590889 2.888230
C 1.041492 0.762590 3.035335
O 1.167592 1.415135 4.057063
O 0.401085 1.109767 1.969084
H 2.168671 0.524719 5.141952
H 3.367851 -3.364752 3.047939
H 2.010907 -2.956828 0.935019
C -2.975041 2.096663 1.472418
O -1.855734 2.046561 0.588133
C -1.735418 3.159291 -0.185110
C -2.738115 4.110993 -0.259908
C -2.538261 5.246226 -1.023071
Br -3.915188 6.539031 -1.105466
C -1.373400 5.442055 -1.717003
C -0.352130 4.487530 -1.667464
C -0.535438 3.339420 -0.883679
O 0.467105 2.362155 -0.698718
C 0.797173 4.809000 -2.522824
N 0.929049 5.985365 -3.073835
C 2.009692 5.899780 -3.913778
C 2.549681 6.852346 -4.778605
C 3.611685 6.473194 -5.570666
C 4.132142 5.172660 -5.522177
C 3.603932 4.212548 -4.682081
C 2.545925 4.599141 -3.865477
N 1.769631 3.932115 -2.939652
H -3.918016 2.053347 0.921477
H -2.947134 3.006330 2.074896
H -2.898935 1.242965 2.125829
H -3.665904 4.004227 0.278910
H -1.218781 6.318097 -2.328365
H 1.058382 2.718386 -0.016683
H 2.128188 7.846691 -4.832196
H 4.042681 7.181463 -6.265594
H 4.958056 4.908931 -6.170095
H 3.982450 3.202682 -4.678959
H 1.845079 2.973328 -2.660009

Force components x, y, z for each atom (eV/Å):
Cr 0.277 1.101 1.356
C -0.137 0.113 0.124
P 0.195 -0.349 -0.878
C -0.030 -0.012 0.111
C -0.022 0.048 -0.080
C 0.018 -0.027 0.032
C -0.031 -0.039 -0.011
C -0.009 -0.054 0.037
C -0.167 0.058 -0.018
C -0.450 0.104 0.404
C -0.056 -0.046 -0.139
C 0.008 0.023 -0.137
C -0.017 0.019 0.047
C 0.059 0.047 0.036
C -0.029 -0.062 -0.011
C 0.037 -0.173 -0.310
C 0.165 -0.006 0.137
C -0.032 -0.023 0.187
C -0.135 -0.308 -0.313
C 0.164 0.052 0.114
P -0.816 -0.274 -0.421
C 0.338 0.382 0.041
C -0.057 -0.110 -0.020
C -0.024 -0.042 0.059
C -0.020 0.005 0.006
C -0.042 -0.017 -0.041
C 0.082 0.013 -0.115
C 0.412 0.057 -0.038
C 0.032 0.055 -0.082
C -0.026 -0.020 0.033
C -0.019 0.067 -0.034
C 0.090 -0.053 0.067
C -0.022 0.095 -0.007
N 0.179 0.154 0.251
H 0.036 0.031 0.012
H 0.096 -0.060 0.038
H 0.069 0.029 -0.029
H 0.003 -0.007 0.002
H 0.002 0.003 0.036
H 0.006 0.013 -0.016
H 0.020 0.010 -0.029
H 0.064 0.026 0.004
H -0.001 0.003 -0.030
H 0.006 -0.004 0.002
H -0.008 0.003 -0.005
H 0.012 0.038 -0.041
H 0.010 0.068 -0.015
H -0.059 0.070 0.014
H -0.013 -0.032 0.042
H -0.073 0.054 0.110
H 0.035 0.013 0.011
H 0.011 0.008 -0.008
H 0.016 -0.027 0.021
H -0.005 0.027 0.009
H -0.052 -0.003 0.016
H -0.008 0.018 -0.005
H 0.038 -0.030 -0.028
H 0.012 -0.007 -0.011
H -0.010 -0.010 0.010
H -0.086 -0.062 0.048
O 0.028 0.248 0.297
C 0.058 -0.261 -0.311
O -0.028 0.020 0.038
C -0.164 0.183 0.026
C -0.007 -0.029 0.164
N -0.066 -0.052 0.197
N 0.196 -0.329 -0.025
C 0.007 0.005 -0.104
C 0.369 -0.345 0.385
O -0.069 -0.017 -0.219
O -0.284 -0.098 -0.907
H 0.010 -0.111 -0.084
H -0.002 -0.001 -0.028
H -0.002 0.024 -0.048
C -0.061 -0.132 0.176
O -0.146 -0.067 -0.036
C 0.147 0.100 -0.152
C -0.166 0.097 0.003
C -0.051 0.075 -0.013
Br 0.065 -0.045 -0.002
C -0.018 0.027 -0.083
C -0.229 -0.411 0.236
C -0.047 0.247 -0.027
O -0.059 0.290 -0.032
C 0.417 0.058 -0.228
N -0.250 0.131 0.222
C 0.233 -0.426 -0.118
C -0.014 0.014 0.019
C -0.005 0.082 -0.044
C 0.016 -0.136 0.007
C -0.001 -0.022 0.128
C -0.002 0.334 -0.072
N -0.170 -0.006 0.034
H 0.048 -0.055 0.013
H 0.026 -0.012 -0.026
H 0.034 -0.145 0.058
H 0.053 -0.001 -0.075
H -0.002 -0.010 0.025
H 0.023 -0.019 -0.084
H -0.004 0.005 0.024
H 0.011 0.021 0.035
H -0.025 0.005 -0.009
H 0.118 -0.136 0.025
H -0.023 -0.048 0.073

Computed properties:
total charge	+1
2S+1	2
lowest unoccupied orbital energy (alpha / beta)	-4.361 / -3.857	eV
HOMO (alpha / beta)	-10.140 / -10.140	eV
orbital gap (alpha / beta)	5.78 / 6.28	eV


Entry 2:
Density functional theory data (wB97M-V/def2-TZVPD) for C23H42BN4OOsSi4Te as an isolated structure in a non-equilibrium geometry.

Geometry (Å):
Os -0.110459 0.078734 0.490783
C -2.218500 3.933048 0.493658
C -1.366350 2.801960 -0.109935
C -0.090693 3.430477 -0.709824
C -0.893276 1.842322 0.954487
C -2.187518 2.055071 -1.154490
C -1.928476 2.115573 -2.517113
C -2.656616 1.352482 -3.411702
C -3.672387 0.524213 -2.975968
C -3.958296 0.467079 -1.622550
C -3.225730 1.227309 -0.729544
H -1.648547 4.472991 1.249892
H -3.113950 3.514975 0.946674
H -2.518129 4.640741 -0.280271
H 0.537614 3.820700 0.089671
H -0.341410 4.245202 -1.388399
H 0.482634 2.675279 -1.247645
H -0.644729 2.391881 1.878627
H -1.134982 2.732062 -2.905671
H -2.392463 1.383001 -4.457494
H -4.228160 -0.068847 -3.690009
H -4.735446 -0.189839 -1.255355
H -3.454260 1.170796 0.325524
C -4.105916 0.581699 3.224157
Si -2.950221 -0.485329 4.304704
C -3.868079 -0.740273 5.965781
C -1.408075 0.583547 4.651646
Si -2.358427 -2.530919 3.262224
Te -1.418718 -2.209395 0.932081
Si -0.654364 -3.673705 4.458449
C -1.311036 -4.591126 6.007095
C 0.150395 -4.999636 3.336539
C 0.720659 -2.502562 5.062043
Si -4.279457 -3.850699 2.833915
C -3.826498 -5.388750 1.790210
C -5.175145 -4.488456 4.402326
C -5.583021 -2.874479 1.819318
H -4.451958 1.470551 3.743623
H -4.980105 0.032086 2.894076
H -3.564563 0.907134 2.342919
H -4.064532 0.209558 6.454047
H -3.288726 -1.345681 6.653565
H -4.822270 -1.234232 5.819805
H -1.668614 1.618091 4.868667
H -0.757386 0.584055 3.776942
H -0.832968 0.206666 5.493121
H -2.076210 -5.316399 5.751105
H -1.740647 -3.897631 6.722326
H -0.508435 -5.123243 6.510522
H -0.589584 -5.695872 2.952802
H 0.916690 -5.576012 3.849078
H 0.617691 -4.522260 2.480711
H 0.402329 -1.922794 5.922407
H 1.000730 -1.799576 4.284887
H 1.621200 -3.039285 5.347469
H -3.197584 -6.070878 2.351996
H -3.267013 -5.081021 0.913095
H -4.696545 -5.943127 1.450936
H -4.511529 -5.085189 5.017295
H -6.029432 -5.107322 4.144614
H -5.534712 -3.669823 5.015714
H -5.102631 -2.386567 0.976400
H -6.057346 -2.102493 2.418389
H -6.368989 -3.514512 1.425205
B 3.357296 0.125733 3.489323
C 2.078008 0.194218 2.654509
N 1.103031 0.209191 2.005826
H 3.535176 1.196337 4.002110
H 3.230375 -0.761961 4.285536
H 4.238676 -0.131233 2.714034
O -0.537431 -0.152019 -1.445394
N 0.711264 -0.632587 -1.259120
C 1.630120 -0.259953 -2.176473
C 1.273659 0.387466 -3.365884
N 0.957677 0.901338 -4.351105
C 2.976733 -0.595364 -2.024708
N 4.106602 -0.812706 -1.925030

Force components x, y, z for each atom (eV/Å):
Os -1.401 1.671 -0.384
C 0.085 -0.220 0.047
C -0.199 0.175 -0.363
C -0.036 -0.251 0.104
C 0.931 -1.080 -0.515
C -0.221 0.040 -0.214
C -0.038 0.183 0.140
C -0.034 0.006 -0.205
C -0.002 0.004 -0.101
C -0.082 -0.043 0.104
C -0.039 0.173 0.042
H 0.009 0.030 0.102
H -0.144 0.075 0.118
H -0.018 -0.053 -0.050
H 0.034 0.088 0.040
H -0.031 0.045 -0.041
H 0.045 0.051 -0.059
H -0.073 -0.433 -0.040
H 0.172 0.034 -0.005
H 0.004 0.030 -0.138
H -0.017 -0.075 0.030
H -0.061 0.000 0.030
H 0.010 -0.090 0.040
C 0.371 -0.499 0.143
Si -0.167 0.868 0.333
C 0.331 -0.170 -0.531
C -0.277 -0.458 -0.246
Si 0.070 0.111 0.109
Te -0.254 -0.347 0.281
Si 0.648 -0.592 0.402
C 0.011 0.351 -0.517
C -0.378 0.538 0.167
C -0.579 -0.175 -0.331
Si -0.817 -0.529 -0.331
C 0.107 0.595 0.354
C 0.460 0.317 -0.376
C 0.592 -0.110 0.343
H 0.036 0.133 0.264
H -0.198 -0.158 -0.107
H 0.143 0.038 -0.215
H 0.028 0.275 -0.015
H 0.172 -0.181 0.171
H -0.240 -0.149 -0.077
H -0.198 0.098 0.019
H 0.055 0.004 -0.001
H 0.105 -0.116 0.097
H -0.184 -0.167 -0.087
H -0.126 0.188 0.158
H 0.235 -0.059 0.007
H -0.183 -0.131 -0.074
H 0.072 0.009 0.261
H 0.066 0.110 -0.181
H -0.137 0.128 0.181
H 0.086 0.137 -0.158
H 0.080 -0.228 -0.003
H 0.173 -0.155 0.166
H 0.141 0.065 -0.222
H -0.277 0.016 0.035
H 0.198 -0.157 0.156
H -0.152 -0.102 -0.195
H -0.076 0.237 0.139
H 0.116 0.116 -0.184
H -0.061 0.149 0.151
H -0.038 -0.242 0.036
B 0.468 0.038 0.245
C -1.233 -0.034 -0.700
N 1.649 -0.035 1.185
H -0.023 0.216 0.131
H -0.085 -0.141 0.192
H 0.128 -0.032 -0.196
O -0.594 0.712 0.261
N 0.641 -1.166 0.273
C -0.072 0.263 -0.103
C -0.462 0.177 -0.307
N 0.009 0.135 -0.123
C 0.731 -0.161 0.350
N -0.008 -0.092 -0.009

Computed properties:
total charge	-1
2S+1	5
lowest unoccupied orbital energy (alpha / beta)	1.738 / 0.509	eV
HOMO (alpha / beta)	-4.107 / -5.258	eV
orbital gap (alpha / beta)	5.84 / 5.77	eV


Entry 3:
Density functional theory data (wB97M-V/def2-TZVPD) for the molecule C19H16BrN3O in a non-equilibrium geometry.

Geometry (Å):
C -1.520590 1.725158 -4.720430
C -2.445122 1.096160 -3.722291
N -3.719903 1.196609 -3.806038
O -4.297176 0.535990 -2.673017
C -3.249030 0.046498 -1.954079
C -3.511602 -0.818187 -0.738429
C -2.082622 0.416073 -2.521615
C -0.707012 0.246073 -2.050440
C 0.266322 -0.207732 -2.955256
C 1.629096 -0.280899 -2.609379
C 2.058271 0.059196 -1.316389
N 3.333619 0.014459 -0.755205
C 3.118063 0.387720 0.480837
N 1.792138 0.742507 0.723021
C 1.279214 1.171649 2.021479
C 1.300275 0.044482 3.020687
C 0.739219 -1.170678 2.664579
C 0.769994 -2.287082 3.520092
C 1.262575 -2.127439 4.859592
C 1.819810 -0.898916 5.196042
Br 2.494790 -0.621099 6.954262
C 1.890395 0.187154 4.307673
C 1.067097 0.465161 -0.403837
C -0.275695 0.542413 -0.760922
H -1.983442 2.469346 -5.296073
H -0.679014 2.193328 -4.189759
H -1.111969 0.940338 -5.386321
H -3.931591 -0.305595 0.136529
H -4.193461 -1.620141 -1.052089
H -2.578526 -1.318557 -0.443837
H -0.038801 -0.574156 -3.950635
H 2.352188 -0.709404 -3.278775
H 3.857259 0.352751 1.258330
H 1.863555 2.008763 2.406664
H 0.263109 1.528898 1.949879
H 0.222675 -1.238003 1.713014
H 0.358551 -3.224179 3.212223
H 1.248655 -2.923664 5.581972
H 2.367542 1.116993 4.604906
H -1.028856 0.838010 -0.026966

Force components x, y, z for each atom (eV/Å):
C 0.959 -1.291 0.736
C 0.293 0.311 0.510
N -1.842 0.041 -0.095
O 1.752 -0.133 -0.556
C -0.611 0.124 0.812
C 0.027 -0.198 -0.674
C 0.498 -0.308 0.356
C 1.074 -0.429 0.099
C 1.274 -0.371 -0.396
C -0.671 -0.287 0.256
C -0.684 -0.231 -1.224
N -0.889 0.070 0.628
C -0.965 0.028 -0.962
N 0.296 0.116 1.434
C 0.552 -0.233 0.387
C 0.723 -0.077 1.504
C -0.212 -1.015 0.487
C 0.454 1.601 1.515
C -0.066 0.465 -1.922
C -0.052 0.515 -0.256
Br -0.021 -0.124 -0.106
C -0.731 -0.780 -0.958
C 0.911 -0.033 -0.877
C -0.994 0.461 0.763
H -0.895 0.876 -0.806
H -0.165 -0.258 -0.145
H -0.140 0.494 0.264
H 0.057 0.052 -0.399
H -0.032 0.234 0.231
H -0.178 0.321 -0.081
H 0.196 0.363 0.616
H 0.118 0.046 -0.393
H 0.095 0.326 0.242
H 0.097 0.005 -0.157
H -0.319 0.128 -0.496
H 0.225 -0.192 -0.098
H -0.204 -0.373 -0.123
H -0.045 -0.207 0.018
H -0.111 -0.152 -0.020
H 0.226 0.113 -0.117

Computed properties:
SMILES	Cc1noc(C)c1-c1ccc2ncn(Cc3cccc(Br)c3)c2c1
lowest unoccupied orbital energy	0.488	eV
HOMO	-8.503	eV
orbital gap	8.99	eV


Number 1: total energy -6917.53131 Ha. Number 2: total energy -2737.35486 Ha. Number 3: total energy -3547.12372 Ha.